# 1
C42H36NO9PReS | wB97M-V/def2-TZVPD

Each line ends with the Mulliken charge.
CARTESIAN COORDINATES (ANGSTROEM)
Re1 0.88 0.20 0.06  1.55
O1 -3.27 1.12 2.31  -0.48
C1 -2.08 1.04 1.76  -0.65
O2 -1.64 0.07 1.20  0.04
C2 -1.29 2.29 1.87  0.33
C3 -1.73 3.45 2.49  -0.60
C4 -0.90 4.56 2.48  -1.36
C5 0.34 4.48 1.87  -1.15
C6 0.70 3.27 1.29  1.03
N1 -0.10 2.21 1.29  1.16
C7 2.00 2.95 0.65  0.19
O3 2.92 3.84 0.45  -0.44
O4 2.23 1.78 0.34  -0.46
H1 -3.77 0.29 2.20  0.47
H2 -2.70 3.49 2.96  0.69
H3 -1.21 5.49 2.94  0.51
H4 1.00 5.34 1.87  0.43
H5 2.69 4.73 0.73  0.33
O5 -2.21 -2.17 -0.79  -0.60
C8 -1.22 -2.07 -0.12  0.29
O6 -0.20 -1.29 -0.48  0.00
C9 -1.04 -2.84 1.16  -0.37
C10 -1.90 -3.92 1.36  -0.82
C11 -1.80 -4.69 2.50  -0.82
C12 -0.86 -4.38 3.47  -0.89
C13 -0.01 -3.30 3.29  -0.27
C14 -0.08 -2.52 2.13  0.30
P1 1.10 -1.14 2.07  1.86
C15 0.70 -0.10 3.52  1.07
C16 1.44 1.07 3.69  -0.47
C17 1.15 1.95 4.72  -0.67
C18 0.11 1.68 5.59  -0.89
C19 -0.65 0.52 5.42  -0.78
C20 -0.36 -0.36 4.39  -0.58
C21 2.74 -1.87 2.34  0.84
C22 3.84 -1.02 2.45  0.11
C23 5.11 -1.53 2.62  -1.01
C24 5.30 -2.91 2.67  -0.57
C25 4.22 -3.76 2.53  -0.93
C26 2.95 -3.25 2.35  -0.59
H6 -2.63 -4.14 0.59  0.56
H7 -2.47 -5.53 2.64  0.45
H8 -0.77 -4.99 4.36  0.51
H9 0.72 -3.06 4.04  0.72
H10 2.27 1.27 3.02  -0.12
H11 1.74 2.85 4.84  0.53
H12 -0.11 2.35 6.41  0.45
H13 -1.47 0.31 6.09  0.46
H14 -0.97 -1.25 4.27  0.46
H15 3.70 0.05 2.37  0.27
H16 5.95 -0.86 2.69  0.46
H17 6.30 -3.31 2.81  0.42
H18 4.37 -4.83 2.55  0.45
H19 2.13 -3.94 2.20  0.42
C27 3.76 -0.74 -2.94  -0.89
O7 2.69 -0.18 -2.14  -0.07
C28 2.48 -0.75 -0.96  0.70
O8 3.07 -1.70 -0.52  -0.44
H20 3.82 -0.13 -3.84  0.26
H21 3.54 -1.78 -3.18  0.36
H22 4.70 -0.69 -2.38  0.32
O9 0.40 1.52 -1.68  -0.48
S1 0.32 1.36 -3.21  -0.03
C29 -1.12 2.41 -3.67  -1.33
C30 -2.33 2.18 -2.83  0.16
C31 -2.46 2.79 -1.59  0.06
C32 -3.60 2.58 -0.83  -0.62
C33 -4.62 1.75 -1.29  -0.77
C34 -4.49 1.13 -2.52  -0.87
C35 -3.35 1.35 -3.29  -0.20
C36 -0.38 -0.28 -3.51  -0.06
C37 -0.70 -0.62 -4.94  0.19
C38 -1.91 -1.23 -5.23  -0.40
C39 -2.19 -1.64 -6.53  -0.82
C40 -1.26 -1.45 -7.53  -0.48
C41 -0.04 -0.86 -7.24  -0.79
C42 0.24 -0.44 -5.95  -0.29
H23 -1.29 2.19 -4.73  0.57
H24 -0.75 3.43 -3.58  0.60
H25 -1.68 3.45 -1.23  0.37
H26 -3.72 3.10 0.12  0.57
H27 -5.52 1.61 -0.70  0.50
H28 -5.27 0.50 -2.90  0.46
H29 -3.27 0.89 -4.26  0.68
H30 -1.26 -0.36 -2.87  -0.02
H31 0.40 -0.95 -3.14  0.73
H32 -2.62 -1.42 -4.43  0.56
H33 -3.14 -2.12 -6.74  0.42
H34 -1.48 -1.77 -8.54  0.42
H35 0.70 -0.73 -8.03  0.42
H36 1.20 0.02 -5.72  0.35

As for the total charge: +2. The calculation puts the molar mass at 948.00 g mol⁻¹. The energy above the lowest of the compared OMol25 structures with the same formula, charge and spin comes out at 18.99 kcal/mol. The total energy is -3171.37580 a.u. Its multiplicity is 2.

# 2
C4H12O4Sn | wB97M-V/def2-TZVPD

Each line ends with the Mulliken charge.
CARTESIAN COORDINATES (ANGSTROEM)
Sn1 0.40 0.10 2.39  0.82
C1 -3.38 -0.72 0.23  -0.36
C2 -2.25 0.18 -0.46  -0.53
O1 -1.03 -0.45 -0.19  -0.38
O2 -3.29 -0.86 1.61  -0.49
H1 -3.35 -1.69 -0.26  0.29
H2 -4.35 -0.33 -0.09  0.36
H3 -2.22 1.21 -0.12  0.32
H4 -2.32 0.22 -1.55  0.31
H5 -1.16 -1.27 -0.67  0.25
H6 -4.12 -1.06 2.04  0.31
C3 2.64 1.10 -0.50  -0.32
C4 3.13 -0.33 -0.16  -0.59
O3 1.98 -0.99 0.11  -0.39
O4 2.01 1.93 0.42  -0.52
H7 2.21 1.26 -1.49  0.31
H8 3.60 1.62 -0.56  0.40
H9 3.81 -0.30 0.68  0.26
H10 3.56 -0.84 -1.02  0.35
H11 1.81 -1.59 -0.62  0.27
H12 2.32 2.81 0.20  0.33

As for the total charge: +1. The calculation puts the molar mass at 242.85 g mol⁻¹. The total energy is -674.49407 a.u. Its multiplicity is 2.

# 3
C4H9O2PS | wB97M-V/def2-TZVPD

Each line ends with the Mulliken charge.
CARTESIAN COORDINATES (ANGSTROEM)
C1 1.52 -2.27 0.41  -0.41
C2 0.93 -1.40 -0.32  -0.32
P1 -0.28 -0.21 0.31  0.76
S1 -0.88 -0.44 2.07  -0.39
O1 0.33 1.45 -0.30  -0.41
C3 1.42 2.01 0.40  -0.68
O2 -1.36 -0.33 -0.90  -0.30
C4 -2.73 0.27 -0.91  -0.58
H1 2.30 -3.04 0.15  0.26
H2 1.24 -2.33 1.50  0.13
H3 1.11 -1.27 -1.33  0.38
H4 1.69 1.71 1.44  0.28
H5 1.42 3.07 0.44  0.30
H6 2.40 1.71 -0.19  0.24
H7 -3.20 0.34 0.12  0.29
H8 -3.21 -0.51 -1.48  0.22
H9 -2.69 1.25 -1.42  0.23

As for the total charge: 0. The calculation puts the molar mass at 152.16 g mol⁻¹. As for the SMILES: C=CP(=S)(OC)OC. The energy above the lowest of the compared OMol25 structures with the same formula, charge and spin comes out at 13.12 kcal/mol. The total energy is -1047.81155 a.u.

# 4
C4H10N2O | wB97M-V/def2-TZVPD

Each line ends with the Mulliken charge.
CARTESIAN COORDINATES (ANGSTROEM)
C1 0.59 1.54 -0.56  -1.33
C2 0.78 0.04 -0.39  0.39
N1 2.12 -0.08 0.30  -0.76
C3 -0.18 -0.44 0.71  -0.93
N2 -1.59 -0.51 0.24  -0.12
C4 -2.13 -1.69 -0.18  0.00
O1 -1.47 -2.70 -0.36  -0.52
H1 0.68 2.09 0.37  0.32
H2 1.21 1.93 -1.39  0.38
H3 -0.38 1.85 -1.03  0.33
H4 0.74 -0.51 -1.33  0.33
H5 2.08 0.53 1.11  0.27
H6 2.84 0.38 -0.25  0.27
H7 0.05 -1.42 1.12  0.39
H8 -0.15 0.25 1.55  0.38
H9 -1.97 0.40 0.11  0.24
H10 -3.21 -1.66 -0.01  0.34

As for the total charge: 0. The calculation puts the molar mass at 102.14 g mol⁻¹. As for the SMILES: C[C@@H](N)CNC=O. The energy above the lowest of the compared OMol25 structures with the same formula, charge and spin comes out at 36.74 kcal/mol. The total energy is -343.14291 a.u.

# 5
C15H15BrN4O2 | wB97M-V/def2-TZVPD

Each line ends with the Mulliken charge.
CARTESIAN COORDINATES (ANGSTROEM)
N1 -2.30 -5.10 -0.40  -0.45
C1 -1.36 -4.14 -0.16  0.53
O1 -0.58 -4.22 0.77  -0.61
N2 -1.39 -3.11 -1.06  -0.18
C2 -0.67 -1.85 -0.93  -0.60
C3 0.77 -2.07 -0.48  -0.90
C4 1.59 -0.80 -0.67  0.56
O2 1.24 0.12 -1.38  -0.64
N3 2.76 -0.83 0.03  -0.08
C5 3.78 0.12 0.07  0.60
C6 3.72 1.35 -0.59  -0.35
C7 4.80 2.21 -0.47  -0.46
C8 5.89 1.82 0.30  -0.32
N4 5.94 0.66 0.93  -0.59
C9 4.92 -0.16 0.82  -0.45
C10 -1.37 -0.87 0.00  0.33
C11 -1.66 -1.22 1.32  -0.28
C12 -2.29 -0.32 2.16  -0.87
C13 -2.64 0.94 1.70  -0.31
C14 -2.35 1.28 0.40  -0.22
Br1 -2.83 3.00 -0.25  -0.21
C15 -1.72 0.39 -0.46  -0.23
H1 -2.76 -5.17 -1.29  0.18
H2 -2.20 -5.96 0.12  0.27
H3 -2.20 -3.06 -1.66  0.33
H4 -0.64 -1.40 -1.93  0.53
H5 1.22 -2.86 -1.09  0.42
H6 0.80 -2.39 0.56  0.46
H7 2.94 -1.66 0.57  0.21
H8 2.86 1.61 -1.18  0.52
H9 4.79 3.17 -0.97  0.37
H10 6.75 2.47 0.42  0.36
H11 5.01 -1.10 1.36  0.34
H12 -1.38 -2.20 1.68  0.48
H13 -2.50 -0.60 3.18  0.39
H14 -3.13 1.65 2.36  0.42
H15 -1.49 0.68 -1.47  0.43

As for the total charge: 0. The calculation puts the molar mass at 363.21 g mol⁻¹. As for the SMILES: NC(=O)N[C@H](CC(=O)Nc1cccnc1)c1cccc(Br)c1. The energy above the lowest of the compared OMol25 structures with the same formula, charge and spin comes out at 2.80 kcal/mol. The total energy is -3524.18932 a.u.